Arrangement A

DFT (wB97M-V/def2-TZVPD) results for a structure of composition C2H10N4O.

Cartesian coordinates (Å):
C: -2.1273 0.7317 0.7215
N: -0.8690 0.7605 0.0278
N: 0.1357 -0.7900 1.4461
N: -0.8322 0.3464 -1.1528
H: 0.3837 0.1046 -1.7635
H: -0.0242 -1.6973 1.0202
H: 0.1285 -0.8807 2.4566
H: -1.5672 -0.3222 -1.4434
H: -2.8388 -0.0067 0.3277
H: -2.5435 1.7379 0.6993
H: -1.8896 0.4661 1.7550
N: 2.3464 0.2979 -0.1315
C: 2.3481 -0.2539 -1.2903
O: 1.4888 -0.1039 -2.2522
H: 1.6971 1.0898 -0.1077
H: 1.0814 -0.4288 1.1367
H: 3.0821 -1.0513 -1.4493

Summary:
E_LUMO = -0.13 eV
2S+1 = 1

***

Arrangement B

DFT (wB97M-V/def2-TZVPD) results for an isolated molecule of C2H10N4O.

Cartesian coordinates (Å):
C: -1.4063 1.0011 0.0770
N: -0.6822 -0.1122 -0.5472
N: -1.4557 -1.3015 -0.6627
H: 0.3719 0.4609 -1.4421
H: -1.8098 -1.5690 0.2573
H: -2.2545 -1.1070 -1.2589
H: -0.7372 1.8584 0.0931
H: -1.7242 0.7543 1.0948
H: -2.2766 1.2385 -0.5358
N: 0.7075 -0.2123 1.5257
C: 0.6515 -0.4352 0.1084
O: 2.7149 -0.0765 -0.9498
N: 1.4002 0.4786 -0.7304
H: 3.3157 0.5981 -0.6107
H: 1.3768 -0.8285 1.9679
H: 0.9675 0.7478 1.7211
H: 0.8405 -1.4955 -0.1077

Summary:
E_LUMO = 1.02 eV
2S+1 = 1
SMILES string = CN(N)[C@H](N)NO

***

Which structure is the least stable? The one labeled arrangement B.

***

Arrangement A

DFT (wB97M-V/def2-TZVPD) results for the ion C5H13N2O with charge +1.

Cartesian coordinates (Å):
O: -0.4606 1.8783 0.0534
C: -1.2710 0.8603 0.4243
C: -1.6821 -0.2400 -0.3506
C: -0.4620 -0.3624 1.0864
C: 0.6511 -1.1908 0.3587
C: 2.6334 0.1582 0.4523
N: 1.5407 -0.3418 -0.3802
N: -1.3128 -0.6020 -1.6038
H: -2.0121 1.2100 1.1404
H: -2.6613 -0.6278 -0.0575
H: 0.1621 0.1786 1.8060
H: -0.9439 -1.0432 1.7964
H: 1.1159 -1.7219 1.1955
H: 0.1877 -2.0131 -0.1752
H: 3.3583 0.6918 -0.1216
H: 2.1886 0.7231 1.2702
H: 3.2056 -0.6643 0.8789
H: 1.8472 -0.8775 -1.1740
H: 0.0976 1.6498 -0.7067
H: -1.7565 -0.0653 -2.3352
H: -1.4000 -1.5942 -1.7738

Summary:
E_LUMO = -4.73 eV
2S+1 = 1
Total charge = +1

***

Arrangement B

DFT (wB97M-V/def2-TZVPD) results for a cluster of 2 separate species, C5H13N2O in total.

Cartesian coordinates (Å):
O: 1.5369 -2.3036 2.6708
C: 1.9198 -1.1560 2.5260
C: 1.3899 -0.2930 1.3860
N: 0.5347 -1.0444 0.4552
H: 2.7521 -0.7644 3.1441
H: 0.8072 0.4593 1.8982
H: 2.1630 0.2483 0.8437
H: 0.3285 -1.9259 0.9132
H: -0.3284 -0.5903 -0.0061
H: 1.0703 -1.3274 -0.3552
C: -0.5150 -0.0538 -2.9809
C: -0.4698 0.6151 -1.7974
N: -1.3663 0.4058 -0.6699
C: -1.6224 1.5354 0.2005
H: -1.2681 -0.8537 -3.1402
H: 0.1257 0.1632 -3.8015
H: 0.2303 1.4241 -1.6520
H: -2.2405 -0.0180 -0.9904
H: -2.3931 1.1715 0.8550
H: -0.7771 1.7795 0.8525
H: -1.8778 2.5283 -0.3516

Summary:
E_LUMO = -3.14 eV
2S+1 = 1
Total charge = +1

***

Which structure is the least stable? The one labeled arrangement A.

***

Arrangement A

DFT (wB97M-V/def2-TZVPD) results for a cluster of 2 separate species, C5H13N2O in total.

Cartesian coordinates (Å):
C: -0.2689 1.1976 1.7863
O: -0.0098 0.5266 2.9984
C: -1.4904 0.5651 1.1855
C: -2.3899 1.1600 0.4205
H: 0.5818 1.1125 1.0909
H: -0.4322 2.2736 1.9239
H: 0.8770 0.7364 3.3059
H: -1.6130 -0.4715 1.4795
H: -3.2807 0.6234 0.1240
H: -2.3105 2.2023 0.1341
C: 1.6965 -1.2179 -1.3752
C: 0.4024 -0.9801 -1.1345
N: -0.2954 0.0968 -1.8534
N: 2.4323 -2.1903 -0.7947
H: 2.2216 -0.6570 -2.1405
H: -0.1620 -1.3568 -0.3020
H: -1.1769 0.2851 -1.3491
H: 0.2194 0.9805 -1.8562
H: -0.5201 -0.1359 -2.8213
H: 2.0854 -2.6283 0.0435
H: 3.4335 -2.1223 -0.8655

Summary:
E_LUMO = -3.33 eV
2S+1 = 1
Total charge = +1

***

Arrangement B

DFT (wB97M-V/def2-TZVPD) results for the ion C5H13N2O with charge +1.

Cartesian coordinates (Å):
O: 0.3033 -0.6080 1.8350
C: -0.3427 0.0183 1.0148
N: -0.8404 1.2604 1.2571
C: -0.5237 2.3756 0.3435
C: 0.9260 2.3788 -0.1650
C: -0.7685 -0.7114 -0.2664
N: -0.2919 -2.1131 -0.0316
C: 0.7164 -2.6321 -0.9808
H: -0.7603 1.4944 2.2370
H: -1.2159 2.3149 -0.4980
H: -0.7977 3.2969 0.8404
H: 1.4029 3.3588 -0.0786
H: 0.9051 2.4301 -1.2702
H: 1.4757 1.4846 0.0887
H: -1.8481 -0.7079 -0.2682
H: -0.3916 -0.3454 -1.2141
H: 0.1478 -2.1472 0.9038
H: -1.0862 -2.7056 -0.0811
H: 0.7260 -3.7224 -0.9764
H: 1.7134 -2.3263 -0.6677
H: 0.5503 -2.3933 -2.0221

Summary:
E_LUMO = -3.13 eV
2S+1 = 1
Total charge = +1
SMILES string = CCNC(=O)C[NH2+]C

***

Which structure is the least stable? The one labeled arrangement A.

***

Arrangement A

DFT (wB97M-V/def2-TZVPD) results for the ion C5H13N2O with charge +1.

Cartesian coordinates (Å):
N: -1.8413 1.2797 2.3533
C: -0.6985 1.5760 1.1857
C: 0.1595 0.3339 1.1049
N: -0.5113 -0.5572 0.2119
C: 0.1267 -2.2137 -1.6114
C: -0.0269 -0.6983 -1.1866
C: 1.3486 -0.2175 -1.7081
O: 2.0018 0.4400 -0.9583
H: -1.3634 1.2388 3.2165
H: -2.4369 0.4726 2.0214
H: -2.3653 2.1580 2.3158
H: -0.2184 2.5526 1.3134
H: -1.4210 1.6265 0.4156
H: 0.6302 0.0049 2.0823
H: 1.1645 0.5914 0.7419
H: -0.5673 -1.5062 0.6369
H: -0.0067 -2.8476 -0.8743
H: -0.4546 -2.5216 -2.5330
H: 1.1385 -2.5481 -1.8533
H: -0.7880 -0.1243 -1.7561
H: 1.6856 -0.3573 -2.7239

Summary:
E_LUMO = -3.46 eV
2S+1 = 1
Total charge = +1
SMILES string = C[C@H](C=O)NCC[NH3+]

***

Arrangement B

DFT (wB97M-V/def2-TZVPD) results for the ion C5H13N2O with charge +1.

Cartesian coordinates (Å):
N: -0.9232 -2.3483 0.0671
C: -0.5993 -0.9318 0.5365
C: -1.9408 -0.3192 0.9976
C: 0.1507 -0.1815 -0.7316
N: 0.9816 0.8919 -0.4632
C: 1.6652 1.5232 -1.6493
C: 1.2486 1.4671 0.9384
O: -0.3451 -0.6008 -1.7624
H: -2.0011 -2.5385 -0.0380
H: -0.6413 -3.0265 0.7462
H: -0.2003 -2.5678 -0.8251
H: -0.0480 -1.0298 1.3648
H: -2.4120 -0.8340 1.7600
H: -2.7275 -0.2643 0.1524
H: -1.8138 0.8118 1.1737
H: 1.5928 0.8774 -2.5984
H: 2.7627 1.7672 -1.5470
H: 1.0770 2.4965 -1.8648
H: 1.9130 2.3122 0.7761
H: 1.8613 0.7330 1.4168
H: 0.3997 1.7622 1.5505

Summary:
E_LUMO = -3.56 eV
2S+1 = 1
Total charge = +1
SMILES string = C[C@@H]([NH3+])C(=O)N(C)C

***

Which structure is the least stable? The one labeled arrangement A.

***

Arrangement A

DFT (wB97M-V/def2-TZVPD) results for the ion C5H13N2O with charge +1.

Cartesian coordinates (Å):
N: 0.1083 -3.0261 -0.6527
C: -0.3805 -1.7250 -0.0156
C: -0.2915 -0.6913 -1.1675
N: 0.4298 0.5682 -0.9877
C: -0.9429 1.0876 0.9806
C: 0.3398 1.1369 0.2776
C: 0.7135 2.5724 0.5018
O: -0.5795 -1.0518 -2.2561
H: -0.1317 -3.7778 -0.0773
H: -0.1996 -3.1591 -1.6626
H: 1.2886 -2.9066 -0.7465
H: 0.1853 -1.3609 0.8715
H: -1.4559 -1.7568 0.3663
H: 0.4791 1.0912 -1.8719
H: -1.7546 1.7876 0.7462
H: -0.6570 1.4594 1.9173
H: -1.5208 0.1270 1.2313
H: 1.2696 0.6257 1.0514
H: 0.1762 3.1986 1.2659
H: 1.0678 3.1057 -0.4886
H: 1.8560 2.6951 0.7167

Summary:
E_LUMO = -4.03 eV
2S+1 = 1
Total charge = +1
SMILES string = CC(C)NC(=O)C[NH3+]

***

Arrangement B

DFT (wB97M-V/def2-TZVPD) results for a cluster of 2 separate species, C5H13N2O in total.

Cartesian coordinates (Å):
C: 1.0411 -0.0980 -1.6842
C: 1.1487 -1.2881 -0.6666
C: -0.0752 -1.5982 -0.0090
C: -0.5465 -0.7392 1.0918
N: -1.3785 0.3838 0.7121
C: -2.0434 -0.8740 1.2702
N: 1.4517 1.1642 -1.1806
H: 1.6201 -0.3464 -2.5726
H: 0.0221 -0.1190 -2.1163
H: 1.6311 -2.1397 -1.1223
H: 1.8942 -0.9615 0.0427
H: -0.4865 -2.6076 -0.0138
H: 0.1418 -0.6759 1.9310
H: -2.5547 -1.2932 0.4203
H: -2.4691 -0.5697 2.2064
H: 0.9082 1.6494 -0.4749
H: 1.6984 1.8169 -1.9097
H: -0.7202 2.0381 1.3453
H: 0.1369 3.2018 1.8961
H: -1.4594 0.4434 -0.3002
O: 0.0389 2.6130 1.1344

Summary:
E_LUMO = -7.46 eV
2S+1 = 1
Total charge = +1

***

Which structure is the least stable? The one labeled arrangement B.

***

Arrangement A

DFT (wB97M-V/def2-TZVPD) results for a structure of composition C20H21N4O6S2Se2W.

Cartesian coordinates (Å):
W: 0.6086 -0.5903 0.4634
O: -0.7843 -3.7073 2.7095
C: -0.3813 -2.6373 2.3746
O: 0.2050 -2.3701 1.1985
C: -0.4626 -1.3825 3.1888
C: -0.9511 -1.2478 4.4719
C: -0.9588 0.0233 5.0378
C: -0.5126 1.1162 4.2998
C: -0.0596 0.8872 3.0191
N: -0.0164 -0.3349 2.5080
C: 0.3217 1.9154 2.0022
O: 0.3825 3.0898 2.1775
O: 0.5613 1.3161 0.8144
H: -1.3199 -2.1200 4.9930
H: -1.3321 0.1663 6.0424
H: -0.5340 2.1255 4.6853
C: 3.0871 -2.0413 2.5086
Se: 3.0028 -0.8110 0.9924
C: 2.7840 -3.9618 -0.8573
C: 3.2071 -3.3458 -1.9491
Se: 1.3588 0.3690 -1.9516
C: 2.7476 1.6478 -1.5488
H: 2.3072 -2.7907 2.4163
H: 2.9868 -1.4799 3.4342
H: 4.0634 -2.5163 2.4753
H: 1.8555 -4.5146 -0.8164
H: 3.3756 -3.9667 0.0500
H: 2.6457 -3.3542 -2.8769
H: 4.1549 -2.8218 -1.9688
H: 3.6919 1.1032 -1.5109
H: 2.5353 2.1086 -0.5876
H: 2.7795 2.3821 -2.3486
N: -1.2776 4.9243 -3.9584
C: -1.6170 3.9878 -3.0304
C: -1.2924 4.1724 -1.6777
C: -1.6301 3.2216 -0.7387
C: -2.3026 2.0696 -1.1363
C: -2.6389 1.8718 -2.4756
C: -2.2982 2.8194 -3.4133
S: -2.6084 0.8006 0.0053
O: -3.7990 0.0884 -0.3555
O: -2.4023 1.2955 1.3359
N: -1.3556 -0.2563 -0.2540
C: -1.4164 -1.3475 -1.0530
S: -2.7363 -2.2246 -1.6772
C: -1.6063 -3.4328 -2.1987
C: -0.3457 -3.1174 -1.8615
N: -0.2107 -1.8810 -1.2400
H: -0.8814 5.8017 -3.6775
H: -1.5836 4.8368 -4.9094
H: -0.7874 5.0788 -1.3678
H: -1.3868 3.3784 0.3028
H: -3.1850 0.9854 -2.7727
H: -2.5726 2.6768 -4.4510
H: -1.9369 -4.3032 -2.7399
H: 0.5215 -3.7027 -2.1025

Summary:
E_LUMO (spin up / spin down) = -4.62 / -5.93 eV
2S+1 = 3
Total charge = +1
Expectation value of S² = 2.0092

***

Arrangement B

DFT (wB97M-V/def2-TZVPD) results for a structure of composition C20H21N4O6S2Se2W.

Cartesian coordinates (Å):
W: -0.6797 1.0696 -0.4055
O: -1.2518 -2.9949 0.0054
C: -1.3454 -1.8310 -0.2624
O: -0.5786 -0.8537 0.1840
C: -2.4098 -1.2819 -1.1699
C: -3.4250 -2.0043 -1.7608
C: -4.3519 -1.3210 -2.5377
C: -4.2327 0.0581 -2.6926
C: -3.1850 0.6897 -2.0634
N: -2.3066 0.0270 -1.3332
C: -2.8993 2.1688 -2.0974
O: -3.5865 2.9559 -2.6788
O: -1.7977 2.4342 -1.4154
H: -3.4648 -3.0728 -1.5976
H: -5.1650 -1.8541 -3.0141
H: -4.9228 0.6506 -3.2778
C: -1.6819 1.1605 3.1273
Se: -2.3554 1.7126 1.4027
C: -2.0585 3.6244 1.5221
C: -0.5984 4.0007 1.5524
Se: 0.3114 3.5320 -0.0900
C: 2.0783 3.7242 0.6405
H: -2.0672 1.8745 3.8509
H: -0.6006 1.1287 3.1079
H: -2.0979 0.1760 3.3203
H: -2.5665 3.9303 2.4355
H: -2.5889 4.0390 0.6683
H: -0.0592 3.4835 2.3450
H: -0.4837 5.0763 1.6806
H: 2.1411 4.7691 0.9351
H: 2.7825 3.5130 -0.1576
H: 2.2413 3.0563 1.4771
N: 3.0807 -5.4158 1.6269
C: 2.8454 -4.0775 1.4706
C: 1.7113 -3.4858 2.0415
C: 1.4753 -2.1384 1.8945
C: 2.3820 -1.3521 1.1877
C: 3.5345 -1.9228 0.6399
C: 3.7584 -3.2732 0.7725
S: 2.1418 0.3436 1.0022
O: 3.4132 0.9692 1.2315
O: 1.0139 0.7917 1.8094
N: 1.5393 0.7271 -0.4550
C: 1.6308 0.1716 -1.6859
S: 2.9273 -0.5019 -2.5771
C: 1.8776 -0.6512 -3.9442
C: 0.6489 -0.1816 -3.6499
N: 0.5080 0.2719 -2.3538
H: 2.3540 -6.0105 1.9802
H: 3.7985 -5.8626 1.0867
H: 1.0087 -4.1002 2.5922
H: 0.5940 -1.6876 2.3243
H: 4.2735 -1.3030 0.1468
H: 4.6540 -3.7172 0.3557
H: 2.2249 -1.0803 -4.8697
H: -0.1902 -0.1546 -4.3283

Summary:
E_LUMO (spin up / spin down) = -3.34 / -4.05 eV
2S+1 = 3
Total charge = +1
Expectation value of S² = 2.0144

***

Which structure is the least stable? The one labeled arrangement A.